# 1
ORCA calculation (ωB97M-V/def2-TZVPD) on a structure of composition CH3NO4S in a non-equilibrium geometry.

Values from the calculation:
- E_LUMO (Ha) = -0.044
- ΔE to the lowest compared entry with this formula, charge and spin (eV) = 2.736
- multiplicity = 1
- E (a.u.) = -793.63408
- HOMO energy (eV) = -10.46

Atoms and positions in Å:
C1 -1.020 -1.190 -1.021
N1 1.013 -0.122 -1.002
O1 -1.688 -2.158 -1.059
O2 -0.817 0.106 1.453
O3 1.524 1.860 0.460
O4 0.258 -1.244 -1.369
S1 0.392 1.198 -0.024
H1 -1.246 -0.239 -0.622
H2 1.892 -0.438 -0.824
H3 -0.585 0.091 2.365

# 2
ORCA calculation (ωB97M-V/def2-TZVPD) on an isolated molecule of CH3NOP2S in a non-equilibrium geometry.

Values from the calculation:
- E_LUMO (Ha) = 0.002
- ΔE to the lowest compared entry with this formula, charge and spin (eV) = 0.724
- multiplicity = 1
- SMILES string = C1N=POPS1
- E (a.u.) = -1250.79297
- HOMO energy (eV) = -8.86

Atoms and positions in Å:
C1 -0.210 -0.418 -0.726
N1 0.705 -1.492 -0.676
P1 2.146 -1.573 -0.305
O1 2.690 -0.082 0.327
P2 2.152 1.531 0.164
S1 0.238 1.367 -0.904
H1 -0.802 -0.570 -1.708
H2 -0.804 -0.388 0.225
H3 1.858 1.791 1.527